1.
{
  "formula": "C27H45ClF3GdO2P",
  "method": "ωB97M-V/def2-TZVPD",
  "total_charge": -1,
  "spin_multiplicity": 8,
  "homo_energy_ev": [-0.7, -6.0],
  "total_energy_ev": -83617.8821,
  "s_squared": 16.781,
  "fmax_ev_per_a": 3.08,
  "species": ["Gd", "P", "Cl", "C", "H", "H", "C", "C", "C", "H", "C", "H", "H", "C", "H", "H", "C", "H", "H", "C", "H", "H", "H", "H", "C", "C", "H", "C", "H", "H", "C", "H", "H", "C", "H", "H", "C", "H", "H", "H", "H", "C", "H", "C", "H", "H", "C", "H", "H", "C", "H", "H", "C", "H", "H", "H", "H", "C", "C", "H", "C", "H", "C", "H", "H", "C", "H", "H", "C", "H", "H", "H", "H", "F", "C", "F", "F", "C", "O", "O"],
  "positions_angstrom": [[2.6686, 1.6954, 2.9112], [-0.3364, 0.5146, -0.4590], [1.6925, 3.6663, 1.6121], [-1.2026, -0.8489, 1.0262], [-0.2838, -0.5514, 1.5398], [-2.0814, -0.1985, 1.2453], [1.5808, 0.8069, -0.5616], [-0.9715, 2.3318, -0.6400], [2.1337, 1.0163, -1.9852], [1.6897, 1.7658, -0.0080], [3.6050, 1.4247, -1.9418], [2.0338, 0.0813, -2.5580], [1.5649, 1.7798, -2.5333], [4.4606, 0.4440, -1.1313], [3.9761, 1.4783, -2.9725], [3.6887, 2.4346, -1.5156], [3.8678, 0.1394, 0.2627], [4.5657, -0.4935, -1.6967], [5.4712, 0.8547, -1.0219], [2.3929, -0.2762, 0.1549], [4.4374, -0.6792, 0.7228], [4.0272, 1.0447, 0.9039], [2.3320, -1.2012, -0.4465], [1.9700, -0.5610, 1.1390], [-0.8006, -0.4596, -1.9384], [-2.4913, 2.2889, -0.8135], [-0.6973, 2.6864, 0.3731], [-3.1190, 3.6948, -0.8189], [-2.7416, 1.7830, -1.7602], [-2.9449, 1.6919, -0.0082], [-2.4417, 4.6604, -1.7940], [-4.1809, 3.6008, -1.0674], [-3.0601, 4.1092, 0.1975], [-0.9178, 4.6747, -1.6514], [-2.7085, 4.3900, -2.8231], [-2.8230, 5.6725, -1.6268], [-0.2856, 3.2697, -1.6548], [-0.4715, 5.2522, -2.4702], [-0.6386, 5.1700, -0.7084], [-0.3659, 2.8388, -2.6674], [0.7839, 3.3777, -1.4140], [0.0016, -1.7564, -1.8972], [-1.8466, -0.7113, -1.6946], [-0.6810, -2.7949, -2.7878], [1.0235, -1.5900, -2.2575], [0.0705, -2.1480, -0.8747], [-0.8791, -2.2619, -4.2208], [-0.0938, -3.7268, -2.8014], [-1.6614, -3.0373, -2.3456], [-1.5089, -0.8694, -4.2862], [0.1003, -2.2307, -4.7136], [-1.4984, -2.9666, -4.7847], [-0.8283, 0.1419, -3.3556], [-1.4998, -0.4842, -5.3114], [-2.5599, -0.9322, -3.9790], [0.1906, 0.3626, -3.7005], [-1.3726, 1.0965, -3.3633], [-0.1930, -3.1720, 1.5321], [-1.4828, -2.3241, 1.2544], [0.5086, -3.3548, 0.7001], [-2.5320, -2.5556, 2.4024], [-1.9184, -2.7311, 0.3358], [-1.9658, -2.7729, 3.8034], [-3.2297, -1.7106, 2.4427], [-3.0810, -3.4533, 2.0962], [-0.9120, -3.8548, 3.8813], [-1.5609, -1.8502, 4.2359], [-2.7997, -3.0515, 4.4494], [0.2246, -3.5359, 2.8866], [-0.5136, -3.9320, 4.8978], [-1.3351, -4.8380, 3.6608], [0.8105, -2.7064, 3.3410], [0.8983, -4.4078, 2.8279], [2.3791, -0.7368, 6.4908], [1.1383, -0.4438, 6.0179], [0.4455, -1.6062, 6.0156], [0.5419, 0.3734, 6.8981], [1.2890, 0.1925, 4.6147], [1.7776, -0.4612, 3.6371], [1.1757, 1.4721, 4.5515]],
  "forces_ev_per_a": [[-0.395, -0.846, 1.086], [1.215, 1.895, -0.274], [-0.132, 0.827, -0.513], [0.479, 0.018, 0.776], [-0.703, -0.020, 0.899], [0.745, -0.316, 0.047], [-1.048, 0.183, -0.313], [0.626, -0.574, -0.121], [-0.031, -0.031, 0.081], [-0.145, -0.470, -0.273], [0.058, -0.012, -0.025], [0.117, 0.196, 0.142], [0.157, -0.280, 0.217], [-0.002, 0.088, 0.101], [0.117, 0.070, 0.125], [-0.036, -0.147, 0.006], [0.280, -0.036, -0.322], [-0.102, 0.066, 0.135], [-0.067, -0.101, 0.010], [-0.123, -0.214, 0.084], [-0.040, 0.235, 0.047], [-0.134, -0.567, -0.565], [0.190, 0.197, 0.205], [0.135, 0.295, -0.264], [-0.127, 0.511, -0.133], [-0.054, 0.254, -0.043], [-0.303, 0.046, -0.343], [0.086, -0.154, 0.184], [0.045, 0.097, 0.124], [0.101, 0.102, -0.185], [0.120, -0.113, -0.032], [0.007, 0.096, 0.071], [0.025, -0.066, -0.132], [0.180, -0.157, 0.214], [0.017, -0.061, 0.016], [-0.050, -0.047, -0.076], [-0.282, -0.005, -0.060], [-0.064, 0.069, 0.150], [-0.073, -0.091, -0.176], [0.043, 0.167, 0.219], [-0.374, -0.100, -0.045], [-0.237, -0.546, -0.227], [0.089, -0.105, 0.006], [-0.120, -0.005, -0.124], [-0.127, 0.026, 0.043], [-0.001, 0.219, -0.233], [0.171, -0.182, 0.095], [-0.201, 0.207, -0.082], [0.205, 0.029, -0.101], [-0.084, 0.251, 0.161], [-0.021, 0.006, -0.004], [0.092, 0.027, -0.048], [0.147, -0.134, 0.201], [-0.022, -0.156, 0.009], [-0.004, -0.055, -0.065], [-0.186, -0.104, 0.027], [0.075, -0.292, -0.023], [-1.328, 0.876, -1.200], [0.718, -1.053, 0.563], [-0.434, 0.156, 0.479], [0.457, -0.145, -0.592], [-0.180, -0.138, -0.073], [-0.253, 0.140, 0.333], [0.018, -0.175, -0.197], [-0.210, 0.000, 0.248], [0.355, 0.010, -0.456], [0.051, 0.014, -0.281], [-0.147, 0.045, 0.126], [0.588, -0.387, 1.056], [0.057, 0.149, -0.122], [-0.177, -0.037, -0.201], [-0.057, -0.175, -0.213], [0.003, 0.299, 0.081], [0.269, -0.425, 0.840], [0.352, 0.979, -2.207], [0.082, -0.209, 0.135], [0.111, -0.152, 0.089], [-1.622, -0.812, 2.487], [1.045, -0.834, -1.445], [0.065, 1.685, -0.133]],
  "lowdin_charge": [1.052, 1.145, -0.234, -0.201, 0.018, 0.053, -0.394, -0.396, -0.218, 0.010, -0.196, 0.094, 0.085, -0.198, 0.106, 0.117, -0.230, 0.112, 0.104, -0.236, 0.114, 0.026, 0.110, 0.078, -0.429, -0.220, 0.077, -0.203, 0.101, 0.102, -0.215, 0.101, 0.116, -0.199, 0.106, 0.101, -0.218, 0.104, 0.113, 0.095, 0.087, -0.223, 0.115, -0.192, 0.101, 0.070, -0.203, 0.111, 0.112, -0.205, 0.109, 0.102, -0.196, 0.105, 0.112, 0.101, 0.090, -0.029, -0.360, 0.083, -0.169, 0.102, -0.216, 0.100, 0.103, -0.210, 0.110, 0.101, -0.221, 0.100, 0.102, 0.106, 0.107, 0.091, -0.548, 0.105, 0.125, -0.700, -0.237, -0.294]
}

=====

2.
{
  "formula": "C27H45IrNO2P2",
  "method": "ωB97M-V/def2-TZVPD",
  "total_charge": 1,
  "spin_multiplicity": 5,
  "homo_energy_ev": [-9.7, -10.6],
  "total_energy_ev": -55714.4805,
  "s_squared": 6.035,
  "fmax_ev_per_a": 3.49,
  "de_lowest_ev": 1.387,
  "species": ["Ir", "C", "C", "C", "C", "C", "C", "H", "H", "H", "C", "H", "H", "H", "C", "H", "H", "H", "C", "H", "H", "H", "C", "H", "H", "H", "C", "C", "C", "C", "C", "C", "C", "C", "H", "H", "H", "H", "H", "H", "H", "H", "H", "H", "H", "H", "P", "C", "C", "P", "C", "C", "C", "H", "H", "H", "H", "H", "H", "H", "H", "H", "H", "H", "H", "H", "H", "O", "C", "C", "C", "C", "O", "N", "H", "H", "H", "H"],
  "positions_angstrom": [[-0.4380, 1.6824, 0.5402], [2.4152, 1.1987, 1.0188], [1.1749, 1.5455, 1.8247], [1.7057, -0.7865, 1.9135], [2.5895, -0.1741, 0.9726], [0.9564, 0.2262, 2.5307], [3.4747, 2.1813, 0.7453], [3.0683, 3.1995, 0.7977], [3.9498, 2.0140, -0.2278], [4.2689, 2.0951, 1.5120], [3.7695, -0.8697, 0.3801], [4.1827, -0.2976, -0.4612], [3.5166, -1.8835, 0.0390], [4.5771, -0.9701, 1.1294], [1.9083, -2.1506, 2.4680], [2.7451, -2.1459, 3.1920], [2.1742, -2.8711, 1.6832], [1.0235, -2.5142, 3.0004], [0.4290, 0.1265, 3.8947], [1.2628, 0.0866, 4.6152], [-0.1577, -0.7870, 4.0527], [-0.1703, 1.0097, 4.1369], [1.2035, 2.8026, 2.6427], [2.0090, 2.7261, 3.3837], [0.2520, 2.9738, 3.1519], [1.3743, 3.6775, 2.0045], [-1.7480, 1.0867, -2.5595], [-1.0239, 2.3062, -2.3974], [-1.6755, 3.5820, -1.8374], [-2.6006, 3.4253, -0.6389], [-2.2884, 2.2938, 0.3483], [-3.0143, 0.9428, 0.2647], [-3.7529, 0.5365, -1.0124], [-3.2054, 0.9663, -2.3855], [-2.2496, 4.0510, -2.6533], [-3.6477, 3.3869, -0.9463], [-0.8804, 4.2950, -1.5904], [-3.7144, 1.8959, -2.6845], [-1.3497, 0.4197, -3.3394], [-0.4846, 2.6153, -3.3113], [-3.5387, 0.1991, -3.1047], [-3.8668, -0.5555, -1.0071], [-3.7786, 0.9325, 1.0586], [-4.7817, 0.9384, -0.9516], [-2.5414, 4.3653, -0.0743], [-2.5342, 2.7165, 1.3513], [0.3420, 1.1341, -1.5235], [1.4202, -0.0379, -2.4448], [1.4698, 2.6163, -1.6845], [-1.7118, -0.3196, 0.9296], [-0.7672, -0.4581, -0.7814], [-2.3450, -0.0292, 2.6927], [-1.5575, -2.1933, 1.1019], [1.3851, -1.0553, -2.0249], [2.4589, 0.3146, -2.3985], [1.0944, -0.0814, -3.4930], [1.1599, 3.4121, -0.9883], [1.4258, 2.9842, -2.7143], [2.4998, 2.3233, -1.4587], [-2.3298, -2.6724, 0.4800], [-1.6593, -2.4949, 2.1511], [-0.5784, -2.5298, 0.7237], [-0.0240, -1.2463, -0.6766], [-1.4777, -0.8323, -1.5359], [-1.9581, -0.7806, 3.3850], [-3.4434, -0.0927, 2.7125], [-2.0462, 0.9771, 3.0140], [-1.4720, -3.1807, -2.4136], [-0.4252, -3.7078, -2.0132], [-0.1160, -5.1889, -2.2343], [1.2196, -5.3873, -1.5557], [1.5477, -4.0177, -0.9763], [2.5511, -3.8106, -0.2869], [0.5878, -3.1097, -1.3187], [-0.9056, -5.8059, -1.7849], [-0.0746, -5.4077, -3.3101], [1.1575, -6.1359, -0.7625], [1.9840, -5.6807, -2.2793]],
  "forces_ev_per_a": [[1.789, -2.373, -0.162], [-1.205, 0.503, 1.022], [1.416, -1.744, 0.911], [1.257, 0.158, -0.475], [0.098, -1.302, 0.622], [0.476, 1.725, -0.582], [0.168, 0.611, -0.256], [0.340, -0.235, -0.167], [0.079, 0.071, 0.291], [-0.325, -0.059, -0.226], [0.184, -0.052, -0.319], [-0.063, -0.173, 0.174], [-0.046, 0.194, 0.056], [-0.311, 0.076, -0.177], [-0.140, -0.426, -0.096], [-0.256, 0.123, -0.228], [-0.072, 0.154, 0.047], [0.125, 0.058, -0.072], [-0.560, 0.039, 0.508], [-0.046, 0.024, -0.258], [0.278, 0.271, 0.067], [0.061, -0.331, 0.148], [0.209, 0.298, 0.210], [-0.149, 0.338, 0.067], [0.116, -0.028, 0.092], [0.052, -0.105, 0.214], [-2.096, -0.234, -2.785], [0.896, -0.700, -0.630], [0.508, -0.447, 0.104], [-0.128, 0.325, 0.467], [-2.126, 1.101, 0.724], [-1.310, -1.120, 0.019], [-0.527, 0.008, -0.023], [-0.910, -0.577, -0.329], [0.320, -0.274, 0.034], [-0.032, -0.280, -0.092], [-0.059, -0.098, -0.062], [0.267, -0.090, 0.045], [0.014, 0.214, 0.428], [-0.137, -0.325, 0.203], [-0.097, 0.325, 0.254], [0.019, 0.170, 0.043], [0.185, 0.062, -0.372], [0.391, -0.211, 0.047], [0.004, -0.190, -0.065], [0.174, -0.280, -0.319], [0.121, 1.653, -0.871], [0.057, 0.019, -0.341], [1.364, -0.007, 1.034], [-0.741, -0.037, -0.804], [0.618, 0.924, 1.615], [0.696, 0.299, 0.350], [-0.470, 0.304, 0.097], [-0.276, 0.244, -0.140], [-0.318, 0.102, -0.174], [0.135, -0.036, 0.150], [0.168, -0.107, -0.340], [-0.009, -0.171, 0.196], [-0.242, 0.387, -0.169], [0.227, 0.033, 0.144], [-0.223, 0.043, -0.298], [-0.375, 0.249, -0.029], [0.441, 0.185, 0.167], [-0.063, 0.467, 0.357], [-0.120, 0.337, -0.139], [0.368, -0.124, -0.292], [-0.294, -0.276, 0.149], [0.838, 0.217, 0.534], [-0.269, -0.326, -0.235], [-0.338, -0.160, -0.250], [0.019, -0.268, -0.086], [-0.097, -0.297, -0.145], [-0.490, 0.297, -0.233], [0.140, 0.479, 0.353], [0.067, 0.222, -0.253], [-0.215, 0.100, 0.282], [0.316, 0.084, -0.048], [0.134, -0.027, 0.316]],
  "lowdin_charge": [1.038, -0.191, -0.455, -0.152, -0.173, -0.196, -0.024, 0.088, 0.088, 0.130, -0.001, 0.084, 0.068, 0.115, 0.004, 0.120, 0.072, 0.085, -0.028, 0.130, 0.083, 0.083, -0.078, 0.110, 0.078, 0.080, -0.254, -0.344, -0.167, -0.198, -0.405, -0.404, -0.176, -0.178, 0.135, 0.118, 0.106, 0.121, 0.124, 0.126, 0.131, 0.115, 0.096, 0.125, 0.115, 0.106, 0.821, -0.155, -0.231, 0.868, -0.320, -0.213, -0.160, 0.032, 0.051, 0.077, 0.045, 0.066, 0.012, 0.069, 0.042, 0.029, -0.015, 0.066, 0.023, 0.066, 0.036, -0.008, -0.507, -0.105, -0.104, -0.494, -0.018, 0.094, 0.121, 0.122, 0.119, 0.121]
}